1.
Computed, not measured: a molecular structure, C19H28Cl5O3PPd, with ωB97M-V with the def2-TZVPD basis set.

Computed properties:
HOMO: -0.2865 Ha
net charge: 0

Geometry (Å):
Pd  0.013  -0.690  -0.100
Cl  -1.613  2.792  -0.540
C  -2.896  0.019  -0.620
C  -1.950  -0.610  0.195
C  -2.445  -1.377  1.248
Cl  -1.355  -2.405  2.123
C  -3.793  -1.421  1.590
Cl  -4.331  -2.341  2.941
C  -4.711  -0.718  0.822
Cl  -6.381  -0.724  1.232
C  -4.255  -0.029  -0.294
Cl  -5.408  0.781  -1.299
C  2.297  -1.255  -2.974
C  2.048  -2.160  -1.777
C  3.132  -3.203  -1.605
O  2.011  -1.336  -0.567
C  0.656  -2.811  -1.968
O  0.596  -3.775  -2.708
O  -0.347  -2.238  -1.398
H  3.266  -0.754  -2.887
H  1.510  -0.502  -3.054
H  2.300  -1.853  -3.884
H  4.118  -2.733  -1.578
H  3.088  -3.902  -2.437
H  2.978  -3.757  -0.679
H  2.741  -0.709  -0.603
C  2.415  2.122  -0.691
C  2.101  1.992  0.797
C  3.284  1.337  1.507
P  0.410  1.245  1.174
C  0.495  1.075  3.013
C  1.161  -0.212  3.487
C  -0.887  1.252  3.651
C  -2.594  0.680  -1.936
C  -2.348  1.972  -2.036
C  -2.686  -0.231  -3.134
H  3.364  2.645  -0.825
H  1.667  2.683  -1.244
H  2.494  1.149  -1.177
H  2.024  3.008  1.202
H  3.522  0.345  1.116
H  3.125  1.230  2.578
H  4.168  1.962  1.368
H  1.111  1.929  3.322
H  0.531  -1.067  3.260
H  1.300  -0.171  4.569
H  2.131  -0.391  3.026
H  -1.499  0.360  3.510
H  -1.426  2.101  3.229
H  -0.784  1.415  4.725
H  -2.631  2.367  0.396
H  -0.650  3.302  -1.542
H  -0.532  2.273  0.520
H  -2.430  2.748  -2.777
H  -2.130  0.174  -3.977
H  -3.722  -0.388  -3.440
H  -2.256  -1.193  -2.853

Just the natural (NBO) charges please, in e? Sure, here they are:
1. Pd 0.605
2. Cl 0.312
3. C -0.052
4. C -0.124
5. C -0.105
6. Cl 0.025
7. C -0.080
8. Cl 0.057
9. C -0.099
10. Cl 0.057
11. C -0.063
12. Cl 0.031
13. C -0.635
14. C 0.142
15. C -0.626
16. O -0.737
17. C 0.759
18. O -0.644
19. O -0.767
20. H 0.198
21. H 0.223
22. H 0.246
23. H 0.196
24. H 0.251
25. H 0.225
26. H 0.492
27. C -0.612
28. C -0.487
29. C -0.608
30. P 0.667
31. C -0.500
32. C -0.621
33. C -0.609
34. C 0.009
35. C -0.180
36. C -0.650
37. H 0.216
38. H 0.228
39. H 0.188
40. H 0.218
41. H 0.194
42. H 0.217
43. H 0.218
44. H 0.216
45. H 0.232
46. H 0.218
47. H 0.212
48. H 0.219
49. H 0.213
50. H 0.218
51. H -0.116
52. H -0.201
53. H 0.043
54. H 0.245
55. H 0.224
56. H 0.235
57. H 0.266

=====

2.
Computed, not measured: a molecular structure, C38H42I2N3O4Pd, with ωB97M-V with the def2-TZVPD basis set.

Computed properties:
HOMO (alpha / beta): -0.3934 / -0.3933 Ha
net charge: +1

Geometry (Å):
Pd  0.398  -0.935  -0.221
C  -1.786  -4.688  -0.369
C  -2.599  -3.426  -0.666
C  -2.007  -2.642  -1.836
C  -2.895  -2.572  0.558
C  -4.229  -2.370  0.892
C  -4.589  -1.672  2.033
C  -3.607  -1.168  2.866
C  -2.258  -1.325  2.566
C  -1.234  -0.743  3.522
C  -1.521  0.730  3.825
C  -1.188  -1.544  4.827
C  -1.918  -2.026  1.398
N  -0.550  -2.160  1.033
C  0.261  -2.999  1.740
O  -0.072  -3.834  2.550
C  1.723  -2.822  1.392
C  2.793  -3.479  1.973
C  4.074  -3.151  1.549
C  4.275  -2.178  0.569
C  3.164  -1.556  0.039
N  1.952  -1.910  0.464
C  3.182  -0.487  -1.019
O  4.180  -0.213  -1.635
N  1.910  0.028  -1.321
C  1.767  1.226  -1.921
C  2.504  2.394  -1.492
C  2.303  3.561  -2.189
C  1.401  3.625  -3.250
C  0.641  2.518  -3.622
C  0.776  1.316  -2.971
C  0.051  0.091  -3.475
C  0.763  -0.441  -4.726
C  -1.430  0.352  -3.743
C  3.318  2.437  -0.217
C  2.694  3.433  0.772
C  4.779  2.803  -0.486
H  -1.801  -5.350  -1.238
H  -2.199  -5.231  0.481
H  -0.743  -4.458  -0.147
H  -3.583  -3.767  -1.000
H  -0.959  -2.377  -1.648
H  -2.561  -1.722  -2.026
H  -2.014  -3.251  -2.743
H  -4.998  -2.791  0.256
H  -5.634  -1.536  2.280
H  -3.891  -0.636  3.765
H  -0.251  -0.791  3.050
H  -2.395  0.835  4.470
H  -1.711  1.303  2.918
H  -0.675  1.179  4.349
H  -2.161  -1.516  5.322
H  -0.456  -1.108  5.511
H  -0.927  -2.586  4.650
H  2.597  -4.222  2.734
H  4.928  -3.651  1.985
H  5.259  -1.904  0.215
H  2.824  4.459  -1.885
H  1.268  4.561  -3.778
H  -0.047  2.603  -4.452
H  0.124  -0.692  -2.721
H  0.739  0.295  -5.531
H  0.264  -1.346  -5.077
H  1.806  -0.685  -4.519
H  -1.573  1.067  -4.554
H  -1.932  0.727  -2.851
H  -1.912  -0.578  -4.044
H  3.274  1.460  0.269
H  2.879  4.462  0.461
H  3.143  3.301  1.757
H  1.617  3.290  0.863
H  4.846  3.797  -0.930
H  5.261  2.094  -1.156
H  5.329  2.828  0.456
O  0.416  0.865  1.049
C  -0.625  1.251  0.421
O  -1.086  0.485  -0.488
C  -1.261  2.548  0.698
C  -0.780  3.358  1.723
C  -1.381  4.581  1.967
C  -2.459  4.989  1.190
C  -2.941  4.178  0.170
C  -2.344  2.954  -0.078
H  0.050  3.016  2.328
H  -1.017  5.213  2.765
H  -2.929  5.944  1.384
H  -3.784  4.500  -0.425
H  -2.710  2.306  -0.862
I  1.746  -3.612  -2.416
I  0.345  -4.812  -4.325

Just the Mulliken charges please, in e? Sure, here they are:
1. Pd -0.598
2. C -1.461
3. C 0.342
4. C -0.574
5. C 0.799
6. C -1.309
7. C -1.563
8. C -0.603
9. C 0.449
10. C 1.274
11. C -1.785
12. C -1.741
13. C -0.204
14. N 2.161
15. C -0.692
16. O -0.664
17. C 0.635
18. C -0.835
19. C -0.637
20. C -0.920
21. C 0.164
22. N 0.267
23. C -0.582
24. O -0.572
25. N 1.187
26. C -0.039
27. C 1.048
28. C -0.469
29. C -1.521
30. C -0.841
31. C 0.758
32. C 3.118
33. C -1.532
34. C -1.769
35. C 1.089
36. C -1.843
37. C -1.735
38. H 0.394
39. H 0.446
40. H 0.052
41. H 0.796
42. H -0.614
43. H 0.292
44. H 0.518
45. H 0.434
46. H 0.410
47. H 0.395
48. H -0.226
49. H 0.491
50. H 0.368
51. H 0.395
52. H 0.342
53. H 0.461
54. H 0.378
55. H 0.627
56. H 0.474
57. H 0.642
58. H 0.417
59. H 0.418
60. H 0.451
61. H -1.521
62. H 0.340
63. H 0.409
64. H 0.367
65. H 0.507
66. H 0.220
67. H 0.437
68. H -0.040
69. H 0.441
70. H 0.463
71. H 0.430
72. H 0.356
73. H 0.378
74. H 0.462
75. O -0.618
76. C 1.872
77. O -0.702
78. C 0.404
79. C 0.414
80. C -1.487
81. C -0.600
82. C -0.959
83. C -0.342
84. H 0.695
85. H 0.443
86. H 0.433
87. H 0.475
88. H 0.364
89. I 0.324
90. I -0.124

=====

3.
Computed, not measured: a gas-phase ion, C5H10NO (charge +1), with ωB97M-V with the def2-TZVPD basis set.

Computed properties:
HOMO: -0.4804 Ha
net charge: +1

Geometry (Å):
C  2.737  -0.047  0.305
C  1.822  0.690  -0.247
O  0.579  0.300  -0.589
C  0.205  -0.983  -0.100
C  -1.274  -1.165  -0.396
N  -2.071  -0.207  -0.235
C  -1.759  1.097  0.386
H  3.772  0.352  0.453
H  2.486  -0.843  0.890
H  2.018  1.674  -0.679
H  0.873  -1.616  -0.751
H  0.199  -1.057  0.988
H  -1.672  -2.131  -0.978
H  -3.082  -0.359  -0.526
H  -1.010  0.976  1.138
H  -1.237  1.592  -0.470
H  -2.583  1.727  0.810

Just the natural (NBO) charges please, in e? Sure, here they are:
1. C -0.506
2. C 0.129
3. O -0.514
4. C -0.181
5. C 0.276
6. N -0.395
7. C -0.455
8. H 0.247
9. H 0.197
10. H 0.211
11. H 0.267
12. H 0.233
13. H 0.266
14. H 0.455
15. H 0.235
16. H 0.268
17. H 0.266

=====

4.
Computed, not measured: a molecular structure, C41H38N6PSnTe, with ωB97M-V with the def2-TZVPD basis set.

Computed properties:
HOMO: -0.3458 Ha
net charge: +1

Geometry (Å):
Sn  0.000  -0.792  -0.055
N  0.462  -1.342  4.678
C  -0.042  -1.259  3.444
N  0.662  -1.276  2.358
C  2.038  -1.392  2.448
N  2.791  -1.543  1.407
N  2.167  -1.502  0.200
C  2.934  -1.617  -0.827
C  2.383  -1.454  -2.153
C  3.157  -1.635  -3.298
C  2.581  -1.429  -4.537
C  1.238  -1.075  -4.602
C  0.536  -0.931  -3.420
N  1.090  -1.103  -2.225
C  2.663  -1.318  3.761
C  4.047  -1.215  3.922
C  4.586  -1.086  5.183
C  3.752  -1.074  6.302
C  2.384  -1.188  6.161
C  1.836  -1.301  4.888
H  -0.153  -1.370  5.475
H  -1.120  -1.190  3.353
H  3.993  -1.804  -0.684
H  4.194  -1.929  -3.206
H  3.169  -1.537  -5.438
H  0.743  -0.921  -5.549
H  -0.516  -0.670  -3.417
H  4.661  -1.223  3.034
H  5.655  -0.985  5.306
H  4.177  -0.960  7.289
H  1.734  -1.166  7.027
N  -2.967  0.661  0.060
C  -3.396  2.010  0.184
C  -4.732  2.321  0.409
C  -5.141  3.641  0.508
C  -4.219  4.665  0.372
C  -2.882  4.363  0.165
C  -2.448  3.042  0.095
P  -0.686  2.579  -0.163
C  -0.115  2.393  1.569
C  -0.967  2.294  2.664
C  -0.444  2.132  3.942
C  0.927  2.055  4.135
C  1.783  2.121  3.043
C  1.263  2.277  1.769
C  0.044  4.211  -0.566
C  0.409  5.164  0.383
C  0.952  6.374  -0.022
C  1.140  6.640  -1.371
C  0.768  5.702  -2.321
C  0.224  4.491  -1.919
H  -3.728  0.015  0.239
H  -2.631  0.495  -0.883
H  -5.458  1.519  0.487
H  -6.185  3.866  0.678
H  -4.535  5.697  0.429
H  -2.164  5.164  0.059
H  -2.038  2.373  2.527
H  -1.113  2.085  4.793
H  1.333  1.961  5.135
H  2.854  2.051  3.190
H  1.929  2.347  0.915
H  0.256  4.964  1.436
H  1.228  7.113  0.719
H  1.574  7.582  -1.679
H  0.908  5.911  -3.374
H  -0.074  3.753  -2.655
C  0.628  -9.141  0.192
C  0.308  -7.674  0.143
C  0.848  -6.848  -0.832
C  0.465  -5.517  -0.956
C  1.090  -4.671  -2.028
C  -0.482  -5.000  -0.072
Te  -1.445  -3.120  -0.474
C  -0.974  -5.785  0.977
C  -1.939  -5.248  2.000
C  -0.569  -7.112  1.062
H  1.399  -9.401  -0.531
H  -0.266  -9.721  -0.043
H  0.961  -9.442  1.185
H  1.569  -7.254  -1.532
H  1.878  -5.219  -2.543
H  1.526  -3.776  -1.586
H  0.350  -4.354  -2.766
H  -1.607  -4.276  2.366
H  -2.024  -5.930  2.845
H  -2.931  -5.119  1.565
H  -0.975  -7.735  1.851

Just the Mulliken charges please, in e? Sure, here they are:
1. Sn 0.933
2. N 0.177
3. C -0.838
4. N 0.018
5. C 0.099
6. N -1.174
7. N 0.893
8. C -0.711
9. C 0.661
10. C -1.008
11. C -0.401
12. C -0.741
13. C -0.376
14. N 0.406
15. C 0.959
16. C -0.478
17. C -0.810
18. C -0.491
19. C -0.917
20. C 0.235
21. H 0.288
22. H 0.488
23. H 0.389
24. H 0.486
25. H 0.457
26. H 0.455
27. H 0.493
28. H 0.494
29. H 0.438
30. H 0.437
31. H 0.430
32. N -0.101
33. C 0.418
34. C -0.648
35. C -0.660
36. C -0.891
37. C -0.515
38. C 0.243
39. P 0.507
40. C 0.387
41. C -0.228
42. C -1.017
43. C -0.298
44. C -0.920
45. C -0.127
46. C -0.165
47. C 0.051
48. C -0.718
49. C -0.489
50. C -0.631
51. C -0.455
52. H 0.192
53. H 0.205
54. H 0.386
55. H 0.390
56. H 0.433
57. H 0.355
58. H 0.402
59. H 0.431
60. H 0.491
61. H 0.461
62. H 0.432
63. H 0.466
64. H 0.411
65. H 0.394
66. H 0.408
67. H 0.378
68. C -1.459
69. C 0.526
70. C -1.095
71. C 1.132
72. C -1.146
73. C -0.210
74. Te -0.176
75. C 1.247
76. C -1.464
77. C -0.918
78. H 0.348
79. H 0.322
80. H 0.358
81. H 0.269
82. H 0.385
83. H -0.017
84. H 0.383
85. H 0.124
86. H 0.405
87. H 0.347
88. H 0.369